1.
The following is a DFT calculation (wB97M-V/def2-TZVPD) of a cluster of 2 separate species, C4H14N in total.

```
19
Properties=species:S:1:pos:R:3:forces:R:3:lowdin_charge:R:1
N 0.710297 -1.855747 1.221630 -0.1747 -0.1734 -0.7073 -0.029
C 0.390143 2.376147 -1.904956 -0.4147 -0.3943 1.2013 -0.004
C 0.069452 -0.491076 1.016219 1.9367 -0.2650 0.1011 0.020
C -0.193235 -2.914689 1.739417 -1.7817 -0.3647 0.6808 0.000
C -1.002136 2.878398 -2.014342 1.0001 0.0793 0.6228 0.037
H 0.572754 1.373147 -2.398597 -0.5063 0.6235 -0.9463 0.178
H -1.893347 2.195675 -2.006350 -0.2544 0.4810 -0.2704 0.183
H -0.902777 -3.240360 0.980536 0.2524 0.2892 -0.4565 0.113
H 0.270241 -3.832953 2.094338 0.6611 0.4256 0.0294 0.119
H 0.988238 -2.196476 0.297315 0.5675 0.1533 0.2475 0.178
H 1.545477 -1.732603 1.797118 -0.0570 -0.3158 0.0354 0.186
H -1.112539 3.560330 -1.158758 -0.4604 -0.3638 0.2426 0.142
H -0.843905 -2.499195 2.513991 0.4860 -0.0077 0.1753 0.110
H 1.237294 2.942281 -2.348890 0.3809 -0.1062 -0.0932 0.174
H 0.596946 2.280618 -0.829377 0.3563 0.6027 -0.1707 0.105
H -1.088471 3.379573 -3.003699 -0.1514 -0.6077 -0.8305 0.182
H -0.271889 -0.456247 -0.011562 -1.0640 -0.1114 0.3301 0.094
H -0.553238 -0.292024 1.880203 -0.5822 0.1043 -0.4649 0.113
H 0.913140 0.211013 1.023895 -0.1942 -0.0488 0.2734 0.101
```
Positions in Å, forces in eV/Å.

- LUMO level (spin up / spin down): -6.65 / -14.47 eV
- Energy above the lowest of the compared OMol25 structures with the same formula, charge and spin: 20.79 kcal/mol
- E_HOMO (spin up / spin down): -21.13 / -21.13 eV
- Total charge: +2
- 2S+1: 2
- Gap between HOMO and LUMO (spin up / spin down): 14.480 / 6.661 eV
- Total energy: -214.74155 Ha

---

2.
The following is a DFT calculation (wB97M-V/def2-TZVPD) of a cluster of 2 separate species, C4H14N2 in total.

```
20
Properties=species:S:1:pos:R:3:forces:R:3:lowdin_charge:R:1
N 1.416768 -1.295942 0.081694 0.2970 0.2584 -0.0842 -0.203
N -1.743684 0.361909 0.259296 0.2397 0.0036 0.1313 -0.175
C -1.033264 1.408137 -0.499638 -0.4031 -0.5453 0.3697 -0.193
C 2.386105 -0.185021 0.135112 -0.8137 -0.3798 0.0408 -0.449
C 0.944506 -1.593275 -1.263887 -0.2302 -0.3592 0.0168 -0.299
C -2.481069 0.792364 1.440465 -0.1351 0.3775 -0.4795 -0.217
H 1.929396 -2.104271 0.413215 -0.0837 -0.1289 0.0926 0.022
H 1.674378 -1.382462 -2.050109 0.0489 0.1767 -0.0473 0.038
H 2.780306 -0.144980 1.149124 0.3493 0.0277 0.0494 0.004
H -1.066703 -0.332095 0.548318 0.0936 0.0302 -0.0721 0.058
H -1.103493 2.361702 0.023098 0.0223 0.2133 -0.1008 0.050
H -3.556671 0.868822 1.242738 -0.0414 -0.1590 0.0125 0.053
H 3.179944 -0.316600 -0.607860 0.1737 0.1840 0.0782 0.011
H 0.010732 -1.068107 -1.483027 0.1492 0.1777 -0.1060 0.045
H 0.016368 1.134998 -0.553802 -0.0106 0.1108 -0.1888 0.026
H -1.443723 1.503202 -1.510686 0.0903 0.1382 0.0581 0.056
H -2.314204 0.096526 2.253502 -0.0996 -0.1863 0.2061 0.055
H 1.880683 0.768953 -0.027750 0.1455 0.0571 -0.1450 0.022
H -2.188344 1.787758 1.791482 0.2236 0.0185 0.0725 0.052
H 0.711968 -2.661617 -1.341285 -0.0155 -0.0153 0.0955 0.045
```
Positions in Å, forces in eV/Å.

- LUMO level (spin up / spin down): 4.00 / 3.90 eV
- Energy above the lowest of the compared OMol25 structures with the same formula, charge and spin: 17.50 kcal/mol
- E_HOMO (spin up / spin down): 1.44 / -5.20 eV
- Total charge: -1
- 2S+1: 2
- Gap between HOMO and LUMO (spin up / spin down): 2.560 / 9.102 eV
- Total energy: -270.20817 Ha

---

3.
The following is a DFT calculation (wB97M-V/def2-TZVPD) of a structure of composition C4H14N2.

```
20
Properties=species:S:1:pos:R:3:forces:R:3:lowdin_charge:R:1
N -2.707453 0.183961 1.219935 -0.5352 -0.0191 0.3617 0.035
N -2.298825 -1.093415 -0.693458 -0.5461 -0.0324 -0.8947 0.033
C 2.332702 1.318459 0.171081 0.2340 -0.0488 0.0427 -0.153
C 1.560955 -0.897660 -0.774501 -0.1951 0.0777 -0.0982 -0.142
C -1.823162 -0.170179 0.217303 3.9746 1.5095 -0.0793 -0.459
C 1.283228 0.219472 0.221235 -1.3157 1.5775 -1.2725 -0.375
H 1.451504 -0.530367 -1.800028 0.0594 -0.0405 0.0401 0.074
H 0.861200 -1.727758 -0.646821 0.0206 -0.0214 -0.0097 0.056
H 2.573634 -1.302673 -0.677408 -0.0361 0.0362 0.0682 0.069
H 2.354042 1.791501 -0.814014 0.0056 0.0150 0.0303 0.070
H -3.690458 0.210163 0.986334 0.1935 0.3174 -0.1425 0.083
H 2.131635 2.091069 0.915237 -0.0247 0.0330 -0.0554 0.064
H 0.187059 0.866132 -0.224839 3.0368 -1.7705 1.5665 0.074
H 1.241038 -0.190497 1.235861 -0.3803 0.2025 -0.1103 0.094
H -0.951334 0.920828 -0.399094 -3.1516 -0.9958 -0.0198 0.112
H -3.059247 -1.700305 -0.419631 0.3045 0.0709 0.0576 0.085
H -0.790382 -0.373796 0.606325 -1.1789 -0.6773 0.4539 0.049
H -1.597708 -1.496106 -1.297176 -0.2652 -0.0840 0.1710 0.076
H 3.339525 0.934092 0.370195 -0.0160 -0.0186 -0.0074 0.066
H -2.397955 0.947079 1.803463 -0.1838 -0.1313 -0.1022 0.089
```
Positions in Å, forces in eV/Å.

- LUMO level: 1.05 eV
- Energy above the lowest of the compared OMol25 structures with the same formula, charge and spin: 71.79 kcal/mol
- E_HOMO: -7.37 eV
- 2S+1: 1
- Gap between HOMO and LUMO: 8.421 eV
- Total energy: -270.18115 Ha

---

4.
The following is a DFT calculation (wB97M-V/def2-TZVPD) of a cluster of 2 separate species, C4H14N2 in total.

```
20
Properties=species:S:1:pos:R:3:forces:R:3:lowdin_charge:R:1
N -0.782370 -1.894950 -1.399064 -0.2518 0.5176 0.0120 -0.172
N 1.481931 2.000418 1.236669 1.0935 0.1019 0.8315 -0.196
C -1.637837 -1.907326 -0.220211 0.1974 -0.1775 0.6056 -0.172
C 0.783250 1.358907 0.160689 -0.9592 0.0609 -0.3047 -0.171
C 1.510439 1.241547 2.503401 -0.7409 0.9095 -0.7383 -0.136
C -1.156926 -0.850488 -2.385010 -0.3459 -0.8822 0.4164 -0.129
H -0.315052 -0.172072 -2.456941 -0.1289 0.3479 -0.4882 0.063
H 0.895111 0.281416 0.284341 -0.1439 -0.0537 -0.1464 0.064
H 0.131057 -1.624851 -1.067809 0.1895 -0.2712 0.0121 0.063
H 2.271366 0.469265 2.505441 -0.0821 -0.2334 -0.0401 0.071
H -2.065012 -0.325171 -2.082805 0.1537 0.2649 0.2326 0.068
H -2.574237 -2.448224 -0.355718 -0.0369 0.0846 -0.3459 0.071
H 1.095944 2.892597 1.494156 -0.1370 0.2548 -0.5288 0.085
H -1.421246 -1.312284 -3.335561 0.3678 0.0900 -0.2054 0.064
H -0.290789 1.625654 0.145834 0.0729 -0.4428 0.1555 0.080
H 1.724794 1.969990 3.280890 0.2288 -0.1476 0.2181 0.071
H 0.494982 0.872824 2.691473 0.1982 -0.5577 0.3235 0.072
H -1.859097 -0.906608 0.169233 -0.1582 0.1274 -0.1054 0.062
H 1.120455 1.623090 -0.846391 0.4493 0.0857 0.2153 0.068
H -1.121253 -2.424209 0.593796 0.0337 -0.0792 -0.1196 0.073
```
Positions in Å, forces in eV/Å.

- LUMO level: 0.96 eV
- Energy above the lowest of the compared OMol25 structures with the same formula, charge and spin: 27.40 kcal/mol
- E_HOMO: -8.75 eV
- 2S+1: 1
- Gap between HOMO and LUMO: 9.710 eV
- Total energy: -270.25190 Ha
- SMILES: CNC.CNC

---

5.
The following is a DFT calculation (wB97M-V/def2-TZVPD) of a cluster of 2 separate species, C4H14N2O in total.

```
21
Properties=species:S:1:pos:R:3:forces:R:3:lowdin_charge:R:1
O -0.296535 3.444572 0.482893 -0.1417 -0.0697 0.2961 -0.076
N 0.078819 0.643682 0.940020 0.5996 0.1813 0.5690 -0.158
N 1.559844 -0.370947 -1.240717 -0.1620 0.6725 -0.1977 0.039
C -0.585145 0.839336 2.236069 -0.4908 -0.6153 -0.6531 -0.115
C 0.541051 -1.222335 -0.654295 -1.1593 -0.4238 0.4870 -0.461
C -0.223005 -2.095751 -1.651635 0.8908 -0.5842 -1.2334 -0.081
C -0.502620 -0.437002 0.155151 0.5288 0.0867 -0.4846 -0.223
H 1.071399 0.477306 1.093860 -0.1807 -0.1221 -0.0445 0.111
H 1.202717 0.575558 -1.392849 -0.0068 -0.2894 0.2809 0.076
H -1.216837 0.022094 -0.533434 -0.2526 -0.1789 -0.0204 0.125
H -0.444559 -0.035433 2.877179 0.1607 0.1227 0.3062 0.077
H 0.367715 -2.956056 -1.998274 0.2529 0.1135 0.3633 0.075
H -1.006704 -1.203410 0.754777 -0.2007 0.2585 0.1834 0.118
H 0.991505 -1.920256 0.056600 0.4076 0.1227 0.0649 0.127
H 1.764467 -0.689833 -2.170793 0.3691 -0.3185 -0.3071 0.060
H 0.134137 3.887676 -0.237828 0.2310 0.4621 -0.4516 0.014
H -0.383293 -1.575703 -2.602209 -0.4835 0.3355 0.2958 0.078
H -1.138250 -2.556797 -1.298693 -0.2968 0.3463 0.2929 0.073
H 0.032406 2.531820 0.431641 -0.1943 -0.3776 0.1316 -0.018
H -0.289653 1.765689 2.715288 0.1643 0.0095 0.0451 0.076
H -1.657457 0.875790 2.037250 -0.0355 0.2682 0.0763 0.084
```
Positions in Å, forces in eV/Å.

- LUMO level: 0.96 eV
- Energy above the lowest of the compared OMol25 structures with the same formula, charge and spin: 26.63 kcal/mol
- E_HOMO: -9.26 eV
- 2S+1: 1
- Gap between HOMO and LUMO: 10.224 eV
- Total energy: -345.53374 Ha
- SMILES: CNC[C@@H](C)N.O

---

6.
The following is a DFT calculation (wB97M-V/def2-TZVPD) of a cluster of 2 separate species, C4H14N2O in total.

```
21
Properties=species:S:1:pos:R:3:forces:R:3:lowdin_charge:R:1
O -0.849613 -2.337176 1.471490 -0.0897 -0.0291 0.6161 -0.073
N 0.386813 -1.988509 -1.342332 -0.5038 0.4643 -1.1206 0.003
N 0.336146 0.369727 -1.052621 0.0867 0.4801 0.7978 -0.067
C -1.206565 1.691664 1.496583 -0.0060 -0.6978 -0.3201 -0.117
C 1.197833 -0.789801 -1.138539 0.2731 -0.5149 -0.3055 -0.344
C 0.789905 1.314351 -0.022689 -0.3064 0.4199 -0.3095 -0.258
C -0.310181 2.289330 0.390683 -0.8078 -0.5536 0.6705 -0.241
H -0.630212 0.123487 -0.870011 0.1193 -0.3318 0.1164 0.094
H 1.121885 0.777018 0.873880 0.1011 -0.0024 0.0823 0.103
H 0.113547 3.206756 0.791206 0.1880 0.0980 -0.1487 0.099
H 1.798690 -1.032531 -0.252233 -0.1985 0.5234 0.3587 0.111
H 1.935594 -0.542274 -1.915457 -0.0517 -0.4460 -0.1956 0.110
H -0.981345 2.545656 -0.433291 0.4244 0.1362 -0.2586 0.106
H -1.545297 -2.830232 1.025740 0.1683 0.1906 -0.1745 0.032
H 1.645809 1.886122 -0.384450 0.1074 -0.1351 -0.2046 0.111
H -0.604381 1.127639 2.215286 0.0048 0.6324 0.4028 0.070
H -0.094883 -1.915310 -2.242208 0.0347 0.0665 0.2593 0.078
H -1.860138 2.441308 1.941932 0.2582 -0.0236 0.2846 0.067
H -1.878065 0.901343 1.147451 -0.0741 0.1328 -0.4596 0.060
H -0.590846 -1.622215 0.883383 -0.0636 -0.2609 -0.3588 -0.015
H 0.946355 -2.820214 -1.437753 0.3357 -0.1492 0.2679 0.070
```
Positions in Å, forces in eV/Å.

- LUMO level: 1.02 eV
- Energy above the lowest of the compared OMol25 structures with the same formula, charge and spin: 30.66 kcal/mol
- E_HOMO: -9.02 eV
- 2S+1: 1
- Gap between HOMO and LUMO: 10.039 eV
- Total energy: -345.52733 Ha
- SMILES: CCCNCN.O